Record 1
ORCA calculation (the ωB97M-V functional and the def2-TZVPD basis) on C41H44F5N3O3SiTeY as an isolated structure.

XYZ file:
```
99
Properties=species:S:1:pos:R:3:mulliken_charge:R:1
Y 0.47 -0.71 0.45 0.45
C 0.78 4.55 -1.76 -1.72
C 0.43 3.37 -0.84 0.10
N -0.34 2.26 -1.37 1.81
C -1.71 2.58 -1.76 -0.63
C -1.92 3.25 -3.13 -1.66
C 0.43 1.47 -2.32 -0.54
C -0.23 0.19 -2.85 -1.75
N -0.47 -0.82 -1.83 1.03
C -1.12 -1.91 -2.25 0.11
C -1.62 -2.83 -1.28 0.00
F -1.42 -2.50 0.05 -0.28
C -2.29 -3.99 -1.57 0.26
F -2.73 -4.77 -0.56 -0.34
C -2.54 -4.37 -2.88 -0.76
C -2.08 -3.51 -3.86 0.17
F -2.30 -3.85 -5.15 -0.35
C -1.40 -2.34 -3.58 0.35
F -0.99 -1.63 -4.67 -0.37
H 1.64 5.07 -1.36 0.50
H -0.04 5.26 -1.84 0.35
H 1.03 4.19 -2.76 0.26
H -0.12 3.77 0.02 0.32
H 1.37 2.95 -0.47 -0.33
H -2.12 3.23 -0.99 0.59
H -2.28 1.65 -1.75 0.13
H -1.45 4.22 -3.19 0.27
H -2.99 3.37 -3.30 0.48
H -1.52 2.62 -3.93 0.27
H 1.36 1.19 -1.82 -0.51
H 0.70 2.06 -3.22 0.32
H 0.44 -0.19 -3.63 0.63
H -1.18 0.45 -3.33 0.71
H -3.05 -5.28 -3.12 0.51
O -1.91 0.39 0.64 -0.14
C -2.62 0.21 1.89 3.31
C -1.62 -0.42 2.96 -0.64
O -2.02 -0.53 4.11 -0.72
O -0.49 -0.73 2.50 -0.13
C -3.76 -0.76 1.67 -0.83
C -4.13 -1.17 0.39 0.27
C -5.18 -2.06 0.23 -0.76
C -5.85 -2.56 1.33 -0.66
C -5.48 -2.15 2.60 -0.88
C -4.45 -1.25 2.77 -0.55
C -3.12 1.55 2.39 -0.41
C -4.30 2.09 1.89 -0.18
C -4.73 3.34 2.29 -0.89
C -4.00 4.07 3.21 -0.48
C -2.82 3.54 3.72 -1.04
C -2.38 2.29 3.31 -0.35
H -1.68 1.33 0.56 -0.18
H -3.61 -0.79 -0.47 0.37
H -5.46 -2.38 -0.76 0.47
H -6.67 -3.26 1.20 0.38
H -6.00 -2.54 3.47 0.42
H -4.13 -0.95 3.76 0.48
H -4.88 1.52 1.18 0.42
H -5.66 3.74 1.90 0.41
H -4.33 5.05 3.53 0.39
H -2.26 4.09 4.46 0.42
H -1.47 1.88 3.72 0.67
C 3.28 -1.49 -1.62 -0.57
Si 3.92 -0.04 -0.57 0.17
C 5.30 -0.80 0.52 -1.01
C 4.77 1.15 -1.83 -1.30
N 2.59 0.62 0.31 1.00
C 2.74 1.69 1.14 0.04
C 3.94 2.41 1.35 -0.75
C 4.00 3.52 2.16 -1.08
C 2.88 4.00 2.82 -0.87
C 1.68 3.33 2.66 -0.98
C 1.65 2.22 1.85 0.24
F 0.40 1.61 1.66 1.19
H 4.07 -1.86 -2.26 0.52
H 2.44 -1.23 -2.26 0.17
H 2.97 -2.33 -1.00 -0.28
H 5.98 -1.39 -0.07 0.39
H 4.85 -1.45 1.27 0.14
H 5.88 -0.05 1.05 0.38
H 5.49 0.61 -2.43 0.40
H 5.29 1.96 -1.33 0.38
H 4.06 1.61 -2.51 0.33
H 4.83 2.08 0.85 0.25
H 4.94 4.04 2.27 0.39
H 2.94 4.89 3.44 0.42
H 0.77 3.65 3.14 0.52
Te 1.60 -2.79 2.07 -0.29
C 2.82 -4.17 0.97 -0.10
C 4.06 -4.53 1.47 -0.25
C 4.84 -5.49 0.86 -0.65
C 4.39 -6.12 -0.28 -0.36
C 3.14 -5.79 -0.79 -0.67
C 2.37 -4.83 -0.17 -0.22
H 4.41 -4.05 2.37 0.36
H 5.80 -5.76 1.28 0.35
H 5.00 -6.87 -0.77 0.37
H 2.77 -6.31 -1.67 0.38
H 1.39 -4.59 -0.58 0.44
```

The value obtained for the relative energy (zero: lowest compared OMol25 entry of this formula, charge and spin) is 19.5 kcal/mol. As for the charge: -1.

---

Record 2
ORCA calculation (the ωB97M-V functional and the def2-TZVPD basis) on C41H44N7O2Te2Zr as an isolated structure.

XYZ file:
```
97
Properties=species:S:1:pos:R:3:mulliken_charge:R:1
Zr 0.14 -0.34 -0.53 -0.49
C -3.71 -2.99 3.48 -1.62
C -2.63 -2.97 2.44 0.59
C -1.31 -3.32 2.74 -0.99
C -0.31 -3.22 1.80 -0.59
C -0.56 -2.74 0.50 -0.12
N 0.41 -2.45 -0.46 0.65
C 1.41 -3.31 -0.83 1.11
C 1.50 -4.64 -0.39 -0.80
C 2.47 -5.51 -0.86 -1.25
C 3.38 -5.12 -1.82 0.10
C 4.38 -6.08 -2.41 -1.54
C 3.30 -3.82 -2.29 -0.60
C 2.36 -2.91 -1.80 0.47
N 2.35 -1.60 -2.37 0.45
C 3.34 -1.03 -3.08 -0.21
C 2.86 0.13 -3.65 -1.17
C 1.54 0.21 -3.21 -0.39
N 1.24 -0.83 -2.44 -0.10
C -1.91 -2.46 0.19 -0.13
C -2.91 -2.56 1.15 0.06
N -2.25 -2.06 -1.13 0.42
C -3.33 -2.40 -1.86 -0.18
C -3.29 -1.66 -3.02 -1.30
C -2.16 -0.85 -2.90 -0.35
N -1.54 -1.10 -1.75 0.66
H -3.39 -3.52 4.38 0.40
H -4.61 -3.48 3.11 0.37
H -3.98 -1.97 3.77 0.30
H -1.07 -3.68 3.73 0.38
H 0.71 -3.49 2.06 0.80
H 0.77 -5.00 0.33 0.43
H 2.49 -6.53 -0.48 0.37
H 4.49 -6.96 -1.78 0.38
H 5.37 -5.61 -2.51 0.37
H 4.06 -6.40 -3.40 0.31
H 3.97 -3.52 -3.08 0.46
H 4.33 -1.46 -3.15 0.44
H 3.39 0.81 -4.30 0.56
H 0.81 0.98 -3.40 0.45
H -3.93 -2.30 0.88 0.40
H -4.02 -3.16 -1.54 0.54
H -4.00 -1.68 -3.84 0.45
H -1.77 -0.12 -3.58 0.50
C 1.23 1.81 3.00 -1.84
C 0.39 1.46 1.80 0.52
N 0.10 0.11 1.51 -0.08
O 1.31 -0.71 1.69 -0.35
C -0.12 2.44 1.02 1.40
C 0.27 3.88 1.18 -1.91
N -0.98 2.12 -0.10 -0.23
O -0.20 1.43 -1.13 -0.69
H 1.43 0.94 3.61 0.36
H 0.70 2.55 3.61 0.46
H 2.18 2.25 2.70 0.25
H 1.28 -1.03 2.60 0.30
H -0.04 4.30 2.14 0.37
H -0.19 4.46 0.39 0.43
H 1.35 3.98 1.11 0.40
C -8.05 4.21 0.37 -1.51
C -6.74 3.48 0.31 0.67
C -5.55 4.10 0.67 -1.11
C -4.34 3.43 0.67 0.79
C -3.10 4.14 1.12 -1.16
C -4.30 2.09 0.27 0.21
Te -2.54 0.88 0.57 0.45
C -5.48 1.44 -0.12 1.14
C -5.52 0.00 -0.55 -1.47
C -6.68 2.15 -0.09 -0.96
H -7.91 5.24 0.69 0.35
H -8.73 3.72 1.07 0.34
H -8.54 4.21 -0.61 0.35
H -5.57 5.14 0.98 0.28
H -3.33 5.13 1.51 0.36
H -2.40 4.24 0.29 0.19
H -2.60 3.56 1.90 0.22
H -4.57 -0.29 -1.01 -0.01
H -6.31 -0.17 -1.27 0.51
H -5.70 -0.65 0.31 0.35
H -7.59 1.64 -0.39 0.44
C 4.51 0.47 1.00 -1.36
Te 2.82 1.17 -0.16 0.58
C 4.41 2.08 -1.33 -1.08
C 5.51 2.32 -0.33 0.60
C 6.47 3.30 -0.54 -0.83
C 7.49 3.48 0.38 -0.58
C 7.55 2.68 1.52 -0.58
C 6.59 1.71 1.73 -0.82
C 5.57 1.52 0.81 0.78
H 4.84 -0.50 0.63 0.54
H 4.23 0.36 2.05 0.58
H 4.05 2.99 -1.79 0.61
H 4.74 1.40 -2.12 0.42
H 6.42 3.93 -1.42 0.46
H 8.23 4.25 0.22 0.41
H 8.34 2.83 2.24 0.40
H 6.63 1.09 2.62 0.45
```

As for the charge: +1.

---

Record 3
ORCA calculation (the ωB97M-V functional and the def2-TZVPD basis) on C41H44N8OPSeSi2TeZr as an isolated structure.

XYZ file:
```
100
Properties=species:S:1:pos:R:3:mulliken_charge:R:1
Zr 0.02 -1.19 0.19 -0.34
Se -2.15 -4.48 -6.65 0.40
N -1.34 -5.12 -5.22 -0.82
C -1.38 -4.19 -4.30 0.69
C -0.83 -4.34 -2.97 0.52
C -0.27 -5.54 -2.52 -0.54
C 0.20 -5.62 -1.23 -1.67
C 0.13 -4.49 -0.43 -0.07
N -0.39 -3.32 -0.83 0.47
C -0.89 -3.26 -2.09 -0.55
C -1.55 -2.02 -2.47 0.07
N -1.59 -1.03 -1.53 0.36
C -2.33 0.06 -1.80 -0.27
C -3.02 0.22 -2.99 -1.39
C -2.91 -0.74 -3.97 -0.67
C -2.16 -1.89 -3.72 0.36
C -2.04 -2.97 -4.67 0.70
N -2.52 -2.92 -5.89 -0.84
H -0.22 -6.39 -3.19 0.63
H 0.63 -6.52 -0.83 0.52
H 0.55 -4.54 0.57 0.49
H -2.38 0.82 -1.03 0.63
H -3.64 1.09 -3.13 0.60
H -3.42 -0.64 -4.93 0.62
N -0.98 -2.48 1.87 0.08
C -0.76 -2.31 3.32 -0.04
C -1.11 -3.32 4.19 -0.51
C -0.84 -3.16 5.54 -0.75
C -0.24 -2.00 6.01 -0.80
C 0.08 -0.98 5.13 -0.53
C -0.18 -1.13 3.77 0.30
P -0.02 0.20 2.57 1.36
C -1.54 1.16 2.68 0.93
C -1.82 2.09 3.68 -0.37
C -3.06 2.71 3.71 -0.90
C -4.02 2.42 2.75 -0.79
C -3.76 1.49 1.76 -0.84
C -2.52 0.87 1.72 -0.48
C 1.43 1.16 3.01 0.81
C 1.44 2.56 2.96 -0.34
C 2.60 3.25 3.27 -0.69
C 3.75 2.55 3.61 -0.78
C 3.75 1.16 3.65 -0.83
C 2.59 0.47 3.36 -0.84
H -0.60 -3.40 1.64 0.30
H -1.98 -2.60 1.69 0.36
H -1.56 -4.24 3.82 0.56
H -1.11 -3.95 6.23 0.45
H -0.03 -1.89 7.07 0.51
H 0.54 -0.07 5.50 0.50
H -1.09 2.32 4.44 0.50
H -3.27 3.43 4.49 0.50
H -4.98 2.91 2.79 0.46
H -4.51 1.25 1.02 0.59
H -2.32 0.12 0.95 0.48
H 0.54 3.11 2.69 0.28
H 2.60 4.33 3.25 0.51
H 4.65 3.10 3.85 0.46
H 4.65 0.63 3.93 0.49
H 2.59 -0.61 3.41 0.51
C -0.87 5.89 -2.26 -1.14
Si -1.47 4.36 -1.39 0.02
C -1.34 4.54 0.47 -0.77
C -3.22 3.94 -1.90 -0.94
C -0.28 2.95 -1.95 -0.93
Te 0.54 1.82 -0.33 0.48
C 2.53 1.46 -1.03 -0.59
Si 2.79 0.47 -2.62 -0.10
C 1.91 1.18 -4.11 -1.02
C 4.62 0.32 -2.88 -1.09
C 2.02 -1.25 -2.36 -0.16
H -1.53 6.74 -2.03 0.37
H -0.88 5.76 -3.35 0.37
H 0.14 6.17 -1.96 0.36
H -1.94 5.40 0.79 0.54
H -0.32 4.72 0.81 0.27
H -1.74 3.67 1.01 0.02
H -3.76 4.86 -2.12 0.49
H -3.78 3.42 -1.12 0.30
H -3.23 3.35 -2.81 0.26
H 0.64 3.43 -2.30 0.61
H -0.64 2.32 -2.76 0.35
H 3.03 0.96 -0.20 0.07
H 2.97 2.46 -1.10 0.97
H 2.16 2.22 -4.32 0.38
H 0.82 1.09 -4.04 0.23
H 2.22 0.60 -4.98 0.39
H 5.06 1.30 -3.08 0.38
H 4.85 -0.32 -3.74 0.37
H 5.12 -0.10 -2.01 0.36
H 1.05 -1.20 -1.82 -0.04
H 2.67 -1.95 -1.83 0.35
H 1.74 -1.69 -3.32 0.59
O 2.00 -1.18 0.67 -0.22
N 1.96 -2.52 0.84 0.30
C 3.09 -3.09 1.01 1.28
C 4.31 -2.34 1.02 -0.13
N 5.25 -1.68 0.99 -0.44
C 3.08 -4.52 1.16 -0.50
N 3.05 -5.67 1.22 -0.37
```

The value obtained for the relative energy (zero: lowest compared OMol25 entry of this formula, charge and spin) is 16.0 kcal/mol. As for the charge: +3.

---

The records above give, respectively, total energy values of -83652.6875, -73615.8673, -156142.2955 eV.
The records above give, respectively, HOMO level values of -4.576, -9.713, -16.115 eV.
The records above give, respectively, strongest force on any atom values of 1.79, 2.93, 0.97 eV/Å.